The following is a quantum chemistry calculation of a molecular structure, C25H29BaClN3O3Te, from the OMol25 dataset.

Element x y z (Å)
1 Ba 3.0726 0.1915 -0.3067
2 C 4.3908 1.9347 4.9788
3 O 4.0226 0.5567 4.8165
4 C 3.7682 0.1889 3.5532
5 O 3.8844 0.9334 2.5941
6 N 3.3879 -1.1064 3.5171
7 N 3.1530 -1.6959 2.2723
8 H 4.7092 2.0335 6.0108
9 H 3.5340 2.5746 4.7843
10 H 5.2009 2.2003 4.3044
11 H 3.5668 -1.6716 4.3308
12 H 2.5403 -2.4898 2.3935
13 H 4.0190 -1.9981 1.8250
14 C -4.2909 -1.4009 -6.0903
15 C -3.2678 -1.0369 -5.0438
16 C -3.3802 0.1330 -4.3040
17 C -2.4438 0.4845 -3.3338
18 C -2.5975 1.8148 -2.6326
19 C -1.3822 -0.3914 -3.0954
20 Te 0.1217 0.1566 -1.4658
21 N 1.0079 1.1583 0.2608
22 C 0.0547 2.0118 0.7290
23 O -1.1146 2.0981 0.3442
24 C 0.4459 2.9590 1.8398
25 C 1.7666 3.3072 2.0985
26 C 2.0758 4.2106 3.1069
27 C 1.0614 4.7599 3.8808
28 C -0.2611 4.4115 3.6314
29 C -0.5660 3.5231 2.6102
30 C -0.8788 -1.2650 -0.2421
31 C -2.1718 -0.9074 0.1414
32 C -2.9551 -1.7722 0.8898
33 C -2.4463 -3.0090 1.2553
34 C -1.1583 -3.3585 0.8810
35 C -0.3478 -2.5022 0.1358
36 C 1.0456 -2.9685 -0.2137
37 C -1.2195 -1.5618 -3.8366
38 C -0.0930 -2.5489 -3.6334
39 C -2.1786 -1.8629 -4.8026
40 H -5.0938 -0.6652 -6.1298
41 H -4.7350 -2.3757 -5.8804
42 H -3.8350 -1.4566 -7.0808
43 H -4.2173 0.8003 -4.4878
44 H -3.6150 2.1905 -2.7413
45 H -1.9248 2.5549 -3.0732
46 H -2.3535 1.7721 -1.5735
47 H 2.5609 2.8800 1.5026
48 H 3.1089 4.4851 3.2859
49 H 1.2999 5.4622 4.6708
50 H -1.0563 4.8428 4.2273
51 H -1.5907 3.2566 2.3878
52 H -2.5627 0.0635 -0.1306
53 H -3.9549 -1.4764 1.1821
54 H -3.0460 -3.7005 1.8339
55 H -0.7610 -4.3243 1.1742
56 H 1.2908 -3.8763 0.3363
57 H 1.8031 -2.2351 0.0492
58 H 1.1546 -3.1861 -1.2759
59 H 0.7679 -2.0991 -3.1455
60 H 0.2340 -2.9547 -4.5914
61 H -0.4285 -3.3889 -3.0188
62 H -2.0636 -2.7768 -5.3814
63 Cl 4.9421 -1.8872 -0.3248

Calculated values
* LUMO energy (alpha / beta): -0.2 / -1.0 eV
* HOMO-LUMO gap (alpha / beta): 7.0 / 7.2 eV
* ΔE to the lowest compared entry with this formula, charge and spin: 12.1 kcal per mole
* total charge: 0
* <S²>: 0.765
* M: 719.91 u
* spin multiplicity: 2
* total energy: -2113.75754 a.u.
* HOMO level (alpha / beta): -7.193 / -8.213 eV

The following is a quantum chemistry calculation of C3H5N3 in the gas phase, from the OMol25 dataset.

Element x y z (Å)
1 N -1.2947 1.5576 0.0146
2 C -0.4329 0.6297 0.0790
3 C -0.6408 -0.8568 0.1375
4 N 0.6405 -1.4725 -0.2020
5 C 1.4848 -0.5141 -0.2108
6 N 0.9499 0.7675 0.0972
7 H -2.2009 1.1067 -0.1381
8 H -0.9174 -1.0980 1.1733
9 H -1.4620 -1.1519 -0.5204
10 H 2.5436 -0.6728 -0.4425
11 H 1.3299 1.7046 0.0122

Calculated values
* LUMO energy: 1.0 eV
* HOMO-LUMO gap: 10.2 eV
* ΔE to the lowest compared entry with this formula, charge and spin: 12.5 kcal per mole
* total charge: 0
* M: 83.09 u
* total energy: -281.57010 a.u.
* HOMO level: -9.214 eV

The following is a quantum chemistry calculation of a molecular structure, C45H90O17, from the OMol25 dataset.

Element x y z (Å)
1 C -1.0088 -6.4580 0.4329
2 O -0.4867 -5.3051 -0.2387
3 C 0.2968 -4.4281 0.3455
4 O 0.7150 -4.5016 1.4595
5 O 0.4969 -3.3604 -0.4839
6 C 1.4141 -2.2474 -0.1391
7 H -1.3028 -6.2074 1.4522
8 H -0.2694 -7.2432 0.5906
9 H -1.8272 -6.8611 -0.1637
10 H 1.2378 -1.3411 -0.7184
11 H 2.4202 -2.6095 -0.3502
12 H 1.3285 -1.9580 0.9083
13 C 1.5398 -2.2015 3.7593
14 C 2.5254 -1.9160 2.5728
15 O 2.1142 -1.4021 1.5475
16 C 4.0016 -2.2950 2.6727
17 H 1.7542 -1.6357 4.6660
18 H 1.4919 -3.2493 4.0556
19 H 0.5168 -1.9036 3.5298
20 H 4.5334 -1.6151 3.3383
21 H 4.4688 -2.3595 1.6900
22 H 4.0308 -3.2840 3.1301
23 C -0.9796 1.2966 0.0541
24 C -0.2103 0.1119 -0.4607
25 O -0.7398 -0.6500 -1.2641
26 C 1.2150 -0.0634 0.0631
27 H -0.4115 2.2065 0.2475
28 H -1.3987 1.0167 1.0205
29 H -1.8155 1.4858 -0.6194
30 H 1.2973 -0.7318 0.9202
31 H 1.5264 0.9155 0.4276
32 H 1.8574 -0.3387 -0.7733
33 C -1.7075 0.2349 4.3697
34 C -0.2303 0.5102 4.2083
35 O 0.3636 1.3416 4.8817
36 C 0.4281 0.0113 2.9156
37 H -2.1517 0.5420 5.3165
38 H -1.7497 -0.8541 4.3910
39 H -2.3202 0.5110 3.5116
40 H 0.0188 0.6404 2.1251
41 H 0.1629 -1.0143 2.6591
42 H 1.5109 0.1363 2.9246
43 C -2.1485 -3.1998 -1.2606
44 C -2.1363 -2.2738 -2.4850
45 O -3.1758 -1.8316 -2.9685
46 C -0.7484 -1.8263 -3.0080
47 H -3.1507 -3.2702 -0.8378
48 H -1.4091 -2.8700 -0.5308
49 H -1.9635 -4.2102 -1.6252
50 H 0.1129 -2.1098 -2.4031
51 H -0.7823 -0.7368 -3.0147
52 H -0.5905 -2.2034 -4.0184
53 C 2.2453 1.6803 2.3094
54 C 3.2085 2.2259 1.3261
55 O 3.5606 3.3672 1.2742
56 C 3.8661 1.2522 0.4075
57 H 2.7171 1.6630 3.2919
58 H 1.9625 0.6592 2.0536
59 H 1.3616 2.3098 2.4137
60 H 4.5619 0.6279 0.9681
61 H 4.5548 1.7351 -0.2857
62 H 3.1540 0.6897 -0.1964
63 C 2.9981 4.5985 -0.5058
64 C 2.0344 3.8602 -1.3533
65 O 1.8620 4.2495 -2.5166
66 C 1.3398 2.5649 -0.8423
67 H 3.7499 3.9354 -0.0777
68 H 2.4763 5.0487 0.3386
69 H 3.4793 5.3756 -1.0997
70 H 0.4381 2.3839 -1.4275
71 H 1.0813 2.5610 0.2166
72 H 2.0264 1.7371 -1.0196
73 C -0.9383 -1.6829 1.1117
74 C -1.8006 -2.4089 2.1394
75 O -1.8792 -2.1309 3.3261
76 C -2.6671 -3.5159 1.6159
77 H 0.0669 -2.0843 0.9836
78 H -0.8785 -0.6693 1.5082
79 H -1.4254 -1.6150 0.1390
80 H -2.1975 -4.4935 1.7252
81 H -2.8734 -3.4053 0.5513
82 H -3.5975 -3.5666 2.1815
83 C 4.1871 -0.0867 -1.4290
84 C 4.9078 -0.7618 -0.2611
85 O 5.6656 -0.1885 0.5195
86 C 4.5802 -2.2148 -0.1259
87 H 4.3280 0.9929 -1.3756
88 H 3.1016 -0.1841 -1.4137
89 H 4.4754 -0.5990 -2.3469
90 H 4.9382 -2.7270 -1.0190
91 H 3.5068 -2.3923 -0.0586
92 H 4.9450 -2.6793 0.7903
93 C -1.5470 3.8882 -2.7644
94 C -2.3643 3.4559 -1.5612
95 O -2.0999 2.4447 -1.0079
96 C -3.5614 4.4022 -1.1675
97 H -0.9510 4.7737 -2.5438
98 H -2.2464 4.1497 -3.5585
99 H -0.9239 3.0396 -3.0466
100 H -4.2030 3.8926 -0.4486
101 H -4.1089 4.5186 -2.1028
102 H -3.1630 5.3616 -0.8375
103 C 2.7584 -3.5175 -1.8330
104 C 2.1156 -2.2693 -2.3806
105 O 2.1139 -1.2742 -1.6965
106 C 1.4331 -2.3439 -3.7361
107 H 2.9926 -4.1442 -2.6935
108 H 2.0798 -4.1334 -1.2428
109 H 3.6518 -3.2269 -1.2802
110 H 1.8370 -3.2261 -4.2327
111 H 1.6274 -1.4124 -4.2679
112 H 0.3664 -2.5625 -3.6876
113 C 0.5776 0.9365 -2.7250
114 C 0.3552 0.9632 -4.2519
115 O 0.8871 0.1626 -4.9890
116 C -0.5052 2.0400 -4.8720
117 H 0.9531 1.9223 -2.4503
118 H 1.4223 0.2976 -2.4672
119 H -0.2620 0.6477 -2.0927
120 H -0.9086 1.7907 -5.8535
121 H 0.0574 2.9734 -4.8551
122 H -1.3971 2.2121 -4.2697
123 C -0.5240 4.6379 0.8064
124 C -0.5064 3.3491 1.6057
125 O 0.5022 2.6351 1.7047
126 C -1.8354 2.9973 2.2887
127 H 0.2860 5.3298 1.0374
128 H -1.4732 5.1285 1.0220
129 H -0.5003 4.2688 -0.2189
130 H -1.5973 2.1558 2.9394
131 H -2.5633 2.5718 1.5979
132 H -2.2953 3.7658 2.9100
133 C -3.5977 2.0746 3.0024
134 C -3.7187 0.9758 1.9699
135 O -2.7662 0.5319 1.2785
136 C -5.0098 0.2855 1.8944
137 H -2.8942 1.8169 3.7941
138 H -4.5363 2.3135 3.5026
139 H -3.2990 2.9953 2.5013
140 H -4.8985 -0.3645 1.0265
141 H -5.8844 0.9204 1.7523
142 H -5.3522 -0.2883 2.7556
143 C -2.4850 0.7924 -2.5673
144 C -3.7552 0.3785 -1.8515
145 O -4.8319 0.6877 -2.3227
146 C -3.6805 -0.5530 -0.6679
147 H -2.4657 0.3981 -3.5833
148 H -1.5418 0.5023 -2.1044
149 H -2.3722 1.8754 -2.6177
150 H -4.7128 -0.6945 -0.3480
151 H -3.0551 -0.2029 0.1534
152 H -3.4109 -1.5533 -1.0068

Calculated values
* LUMO energy: -0.1 eV
* HOMO-LUMO gap: 8.0 eV
* ΔE to the lowest compared entry with this formula, charge and spin: 1324.0 kcal per mole
* total charge: 0
* M: 903.20 u
* total energy: -3045.53609 a.u.
* HOMO level: -8.138 eV

The following is a quantum chemistry calculation of a molecular structure, C9H8O3P, from the OMol25 dataset.

Element x y z (Å)
1 C -2.7794 -1.0108 -0.6011
2 C -2.3698 0.0353 -1.2891
3 C -1.8669 -1.7990 0.1590
4 C -1.0376 0.4465 -1.2608
5 C -0.6252 -1.3972 0.3349
6 C -0.1497 -0.2519 -0.4610
7 C 1.9891 1.0639 -1.2371
8 C 0.9652 1.3765 2.2694
9 C 1.2095 0.1287 -0.3752
10 O 3.1692 0.4549 -1.4882
11 O 1.6030 2.1752 -1.5293
12 O 3.6230 -0.5768 0.9575
13 P 2.7766 -0.8755 -0.2114
14 H -3.8180 -1.3222 -0.5463
15 H -3.0847 0.6140 -1.8998
16 H -2.2246 -2.7014 0.5987
17 H -0.6267 1.1912 -1.8716
18 H 0.0179 -2.0226 0.8755
19 H 1.6560 2.1569 1.9998
20 H 0.0349 1.7677 2.7161
21 H 1.5384 0.5466 2.8599

Calculated values
* LUMO energy (alpha / beta): 3.2 / 2.5 eV
* HOMO-LUMO gap (alpha / beta): 6.9 / 6.2 eV
* ΔE to the lowest compared entry with this formula, charge and spin: 76.1 kcal per mole
* total charge: -1
* M: 195.13 u
* total energy: -914.78995 a.u.
* HOMO level (alpha / beta): -3.668 / -3.756 eV